# C6H5FN2

The molecule C6H5FN2 (ωB97M-V/def2-TZVPD, OMol25).

The geometry in XYZ format:
```
14
Properties=species:S:1:pos:R:3:nbo_charge:R:1
C 1.70898 -0.29194 -0.70378 0.19
C -1.31241 -0.79629 -0.01270 -0.25
C -1.10756 0.33449 -0.65777 -0.12
C -0.54255 -1.39925 1.05629 0.00
C -0.09498 1.32083 -0.11948 -0.49
C 1.17363 0.53523 0.26757 0.41
N 1.88911 -0.86151 -1.70542 -0.26
N 0.57853 -0.99160 1.38897 -0.31
F 2.08984 1.26687 0.96236 -0.31
H -2.04605 -1.47519 -0.47113 0.22
H -1.50612 0.57571 -1.56795 0.22
H -0.72544 -2.23617 1.68442 0.22
H 0.26582 2.12337 -0.86159 0.23
H -0.37079 1.89546 0.74022 0.25
```

The HOMO energy comes out at -9.47 eV. The LUMO energy is -0.1 eV. The calculation puts the energy above the lowest of the compared OMol25 structures with the same formula, charge and spin at 1.216 eV.

=====

# C49H42O16P

A 8-piece molecular cluster, C49H42O16P overall (ωB97M-V/def2-TZVPD, OMol25).

The geometry in XYZ format:
```
108
Properties=species:S:1:pos:R:3:mulliken_charge:R:1
C 4.06518 -1.76799 -2.70969 -0.14
C 3.57225 -0.69197 -2.48063 -0.60
C 2.87204 0.58609 -2.23366 0.32
C 1.48416 0.27792 -1.57946 -0.64
C 0.41059 1.31242 -1.90967 -0.07
P -1.32519 0.60997 -1.50658 -0.11
O -1.39476 -0.00013 -3.15619 -0.43
C -2.68229 -0.33462 -3.56475 -0.76
C -3.40951 -0.88090 -2.33008 -0.01
O -2.91127 -0.13599 -1.22237 -0.10
H 4.16137 -2.83171 -2.80775 0.38
H 2.65218 1.08092 -3.17831 -0.21
H 3.46715 1.23804 -1.59129 0.33
H 1.57544 0.12426 -0.50063 0.17
H 1.15034 -0.67142 -2.01191 0.50
H 0.58406 2.23661 -1.35255 -0.38
H 0.44093 1.47603 -2.98887 0.46
H -1.93731 1.84491 -1.93791 -0.23
H -1.23038 1.01932 -0.10276 -0.01
H -0.78369 -0.66456 -1.04184 -0.37
H -2.58809 -1.05253 -4.38650 0.28
H -3.29314 0.52704 -3.88917 0.25
H -3.33937 -1.97139 -2.19851 0.20
H -4.47570 -0.64052 -2.32582 0.17
C -1.58460 5.52131 0.03420 -0.37
C -1.40207 6.03193 1.24927 -0.36
C -0.07294 6.00092 1.90363 0.39
O 0.09021 6.46598 3.01514 -0.62
C 1.04713 5.38496 1.15580 -0.50
C 0.86630 4.87640 -0.05973 -0.32
C -0.46622 4.90391 -0.71938 0.44
O -0.61592 4.44690 -1.82709 -0.54
H -2.54481 5.53395 -0.46528 0.54
H -2.20449 6.48712 1.81556 0.38
H 2.00828 5.37379 1.65422 0.44
H 1.66828 4.41946 -0.62575 0.52
C 3.15962 -3.63108 0.36961 0.01
C 2.88370 -2.39160 0.76343 -0.10
C 2.29432 -2.12058 2.09839 0.30
O 2.04385 -0.99535 2.46690 -0.54
C 2.02758 -3.29230 2.97488 -0.51
C 2.30940 -4.53011 2.57900 -0.38
C 2.90112 -4.79556 1.24424 0.41
O 3.16025 -5.93095 0.89218 -0.55
H 3.59006 -3.83901 -0.60115 0.14
H 3.08094 -1.53762 0.12864 0.30
H 1.59716 -3.07636 3.94451 0.40
H 2.12485 -5.39620 3.20196 0.43
C 4.65946 4.37000 -7.05999 -0.41
C 4.49196 4.29649 -5.74283 -0.43
C 4.05527 3.03466 -5.09163 0.42
O 3.90058 2.96374 -3.89340 -0.47
C 3.81377 1.85899 -5.96754 -0.06
C 3.98201 1.93535 -7.28513 -0.44
C 4.41856 3.19476 -7.93488 0.30
O 4.57568 3.26630 -9.13592 -0.56
H 4.97621 5.27849 -7.55649 0.39
H 4.66183 5.14022 -5.08609 0.41
H 3.49675 0.94890 -5.47281 0.44
H 3.81102 1.09199 -7.94168 0.42
C 5.33499 -7.01831 -1.92736 -0.31
C 5.34548 -7.62099 -0.74105 -0.25
C 6.00462 -8.93812 -0.55718 0.35
O 6.01888 -9.49602 0.51935 -0.55
C 6.65128 -9.55496 -1.74437 -0.42
C 6.63915 -8.95006 -2.92834 -0.41
C 5.97969 -7.63164 -3.11323 0.32
O 5.97382 -7.08342 -4.19470 -0.54
H 4.85843 -6.05900 -2.08337 0.48
H 4.87784 -7.18323 0.13103 0.53
H 7.12618 -10.51518 -1.58651 0.40
H 7.10305 -9.38052 -3.80685 0.40
C -8.46234 -3.13872 0.80189 -0.46
C -8.08966 -2.87670 -0.44731 -0.49
C -6.77653 -2.24189 -0.73534 0.47
O -6.42824 -1.97822 -1.86388 -0.51
C -5.89058 -1.94150 0.41170 -0.15
C -6.26277 -2.20573 1.66221 -0.51
C -7.58089 -2.81445 1.95614 0.22
O -7.93938 -3.04929 3.09325 -0.58
H -9.41784 -3.58969 1.04060 0.39
H -8.71785 -3.09690 -1.30168 0.41
H -4.93138 -1.49167 0.17340 0.56
H -5.63642 -1.97847 2.50780 0.63
C -3.87330 1.64452 1.27370 -0.06
C -3.84370 2.97229 1.34797 -0.58
C -4.12277 3.67846 2.62003 0.40
O -4.09863 4.89349 2.69062 -0.62
C -4.43311 2.85784 3.81812 -0.52
C -4.47043 1.53194 3.74766 -0.38
C -4.19576 0.83017 2.47246 0.30
O -4.24416 -0.37721 2.38535 -0.55
H -3.66928 1.09746 0.35432 0.69
H -3.61680 3.59097 0.49084 0.45
H -4.62978 3.39782 4.73059 0.50
H -4.69991 0.91201 4.60473 0.46
C -1.76809 2.62224 8.25404 -0.43
C -0.61450 3.10789 8.70211 -0.45
C 0.26668 3.92634 7.83040 0.26
O 1.31812 4.36609 8.24304 -0.55
C -0.18952 4.18256 6.44163 -0.37
C -1.34505 3.69677 5.99380 -0.23
C -2.22452 2.87982 6.86495 0.40
O -3.27890 2.43378 6.46209 -0.46
H -2.42568 2.02220 8.87026 0.41
H -0.26238 2.93356 9.71095 0.39
H 0.46617 4.78108 5.82189 0.49
H -1.69430 3.87297 4.98430 0.52
```

The HOMO energy comes out at -4.54 eV. The LUMO energy is -0.1 eV. Its net charge is -1.

=====

# C24H33EuNO3

C24H33EuNO3 as an isolated structure (ωB97M-V/def2-TZVPD, OMol25).

The geometry in XYZ format:
```
62
Properties=species:S:1:pos:R:3:mulliken_charge:R:1
O -4.97447 -6.04587 1.25634 -0.38
C -4.40579 -7.37427 1.50550 -0.43
C -5.72908 -8.10558 1.23731 -0.86
H -4.04808 -7.46939 2.54045 0.29
H -3.60983 -7.61590 0.78777 0.25
C -6.27310 -6.66274 1.01977 1.56
H -6.15432 -8.61282 2.10591 0.30
H -5.73675 -8.71896 0.33390 0.30
C -7.30805 -6.27701 2.05572 -1.65
H -6.96173 -6.50590 3.06911 0.38
H -8.23210 -6.84108 1.87379 0.39
H -7.54532 -5.21003 1.98352 0.37
C -6.78379 -6.41005 -0.38224 -1.70
H -6.05224 -6.72092 -1.13542 0.37
H -7.01285 -5.34648 -0.51448 0.38
H -7.70934 -6.97689 -0.54333 0.40
Eu 0.24852 -0.14303 0.24025 1.41
C 0.88597 0.68286 -2.34124 -0.54
C 2.05802 -0.03058 -1.95232 -0.47
C 1.71909 -1.41400 -1.84989 -0.83
H 3.04834 0.40704 -1.81250 0.55
C 0.34269 -1.55864 -2.21005 -0.43
C -0.17337 -0.25944 -2.50959 -0.64
H -1.18338 -0.03755 -2.86600 0.43
H 0.82314 1.75822 -2.52152 0.42
H 2.39160 -2.22406 -1.56109 0.42
H -0.20736 -2.49965 -2.29235 0.48
C -0.50355 2.60856 0.72060 -0.54
C -1.42789 2.08206 -0.23120 -0.81
C -2.26370 1.13535 0.43822 -0.52
H -1.52016 2.38875 -1.27344 0.51
C -1.84018 1.06391 1.80327 -0.73
C -0.75689 1.97834 1.97629 -0.57
H -0.23384 2.18716 2.90890 0.44
H 0.23036 3.39414 0.53571 0.50
H -3.11468 0.60790 0.00286 0.52
H -2.27992 0.42986 2.57391 0.45
O -1.11293 -2.03299 0.73764 -0.26
C -2.43537 -2.41593 0.20185 -0.48
C -2.47396 -3.93693 0.27267 -0.27
H -2.51011 -2.00914 -0.81750 0.25
H -3.19275 -1.93986 0.84216 0.30
C -1.49002 -4.28711 1.40351 -0.65
H -2.09893 -4.35830 -0.67309 0.26
H -3.47666 -4.32897 0.45791 0.15
C -0.42232 -3.20678 1.30014 -0.57
H -1.07863 -5.29401 1.31201 0.38
H -2.01480 -4.20840 2.36486 0.26
H 0.37374 -3.49219 0.59322 0.32
H 0.02470 -2.90487 2.25693 0.33
O 2.16149 0.49357 1.28811 -0.62
N 2.73974 1.68014 1.57102 0.43
C 3.14644 2.48916 0.55251 0.10
C 3.74274 3.70100 0.85744 -0.86
C 3.87091 4.08748 2.19435 -0.15
C 3.37216 3.26879 3.20758 -0.74
C 2.82573 2.04255 2.88040 -0.11
H 2.95267 2.15585 -0.46832 0.25
H 4.10639 4.32677 0.04625 0.41
H 4.36861 5.01725 2.43919 0.38
H 3.35435 3.57397 4.25342 0.39
H 2.45111 1.32740 3.61007 0.44
```

The HOMO energy (spin up / spin down) comes out at -5.75 / -6.77 eV. As for the multiplicity: 8. The LUMO energy (spin up / spin down) is -0.2 / -0.2 eV. Its expectation value of S² is 15.760. The calculation puts the energy above the lowest of the compared OMol25 structures with the same formula, charge and spin at 0.000 eV.